C6H19N2 | the ωB97M-V functional and the def2-TZVPD basis

Structure (XYZ):
```
27
C6H19N2 | the OMol25 dataset | the ωB97M-V functional and the def2-TZVPD basis
C 2.4564 0.0371 1.1128
C 2.1073 1.4774 0.8000
N 0.8540 1.5542 -0.0414
C 0.4123 2.9595 -0.3286
H 2.5652 -0.5679 0.2091
H 3.3921 -0.0078 1.6639
H 1.6835 -0.4052 1.7442
H 1.8691 2.0078 1.7175
H 2.8918 1.9851 0.2476
H 0.0969 1.0474 0.4377
H 1.0273 1.0793 -0.9284
H 0.1546 3.4505 0.6053
H -0.4287 2.9287 -1.0139
H 1.2423 3.4971 -0.7813
C -1.5825 -1.8205 -1.7408
C -1.1156 -1.6058 -0.2747
C -1.8556 -0.4544 0.4217
N -1.3140 -2.8366 0.4509
H -1.3285 -0.9497 -2.3429
H -1.1050 -2.7009 -2.1746
H -2.6599 -1.9842 -1.7888
H -0.0431 -1.3999 -0.2700
H -1.5291 -0.3817 1.4586
H -1.7286 0.4926 -0.0991
H -2.9354 -0.6185 0.4079
H -0.8275 -3.6465 0.0384
H -2.2995 -3.1372 0.4691
```

Computed properties:
Highest occupied orbital energy (alpha / beta)   -0.739 / -0.739 Eh
Spin multiplicity   2
E_LUMO (alpha / beta)   -6.5 / -12.0 eV
Charge   +2
Gap between HOMO and LUMO (alpha / beta)   13.6 / 8.1 eV

Atom charges from the Löwdin analysis, given in e for atoms 1 to 8:
1. C -0.06
2. C -0.17
3. N -0.02
4. C 0.02
5. H 0.09
6. H 0.10
7. H 0.08
8. H 0.14

---

C5H13N2 | the ωB97M-V functional and the def2-TZVPD basis

Structure (XYZ):
```
20
C5H13N2 | the OMol25 dataset | the ωB97M-V functional and the def2-TZVPD basis
C 2.3203 -0.0670 0.5578
C 1.9493 0.0059 -0.9363
C 0.4189 0.2014 -1.2841
C -0.5885 -0.5455 -0.6987
N -1.9742 -0.1795 -0.6353
C -2.2566 1.0666 0.1036
N 0.1245 -0.5977 2.0294
H 3.1570 -0.8481 0.6996
H 2.6890 0.8132 0.9823
H 2.5238 0.6513 -1.5907
H 1.9799 -0.9535 -1.4357
H 0.1262 1.0696 -1.9485
H -0.2053 -1.3837 -0.0304
H -2.6322 -0.9036 -0.5099
H -2.0603 0.8917 1.3034
H -1.5709 1.8435 -0.1261
H -3.2985 1.4774 -0.0053
H 0.3736 -1.0556 2.8831
H 1.2451 -0.3140 1.1596
H -0.4396 0.1833 2.4062
```

Computed properties:
Highest occupied orbital energy   -0.466 Eh
E_LUMO   -8.1 eV
Charge   +1
Gap between HOMO and LUMO   4.5 eV

Atom charges from the Löwdin analysis, given in e for atoms 1 to 8:
1. C 0.00
2. C -0.20
3. C -0.01
4. C -0.12
5. N -0.01
6. C -0.07
7. N 0.17
8. H 0.13

---

C8H10N6NiO12 | the ωB97M-V functional and the def2-TZVPD basis

Structure (XYZ):
```
37
C8H10N6NiO12 | the OMol25 dataset | the ωB97M-V functional and the def2-TZVPD basis
Ni -0.1531 0.0079 -0.0098
N 3.2853 -0.8118 -3.3970
O 4.4094 -0.5885 -3.0568
O 3.1279 -1.5050 -4.3651
O 2.2825 -0.6221 -2.7511
N 4.2616 -2.0768 2.2942
O 3.1553 -2.2343 1.9551
O 4.4874 -1.7896 3.4903
O 5.1386 -1.9758 1.4402
N 4.0151 2.5422 1.3414
O 5.0546 2.3108 0.6277
O 4.1742 2.5030 2.5024
O 2.9290 2.3641 0.8714
N -0.2405 1.0291 4.7316
O 0.8329 0.9010 5.2741
O -1.0973 1.7113 5.1855
O -0.4170 0.5877 3.6284
N -1.4915 3.4045 -2.2747
C -2.2701 2.3194 -2.0113
C -2.8881 2.5147 -0.8088
C -2.3063 3.6156 -0.2244
C -1.5533 4.2270 -1.2252
H -1.0332 3.6579 -3.1383
H -2.5070 1.6256 -2.8044
H -3.6705 1.9380 -0.3379
H -2.6773 4.1007 0.6663
H -1.2602 5.2641 -1.2944
N -2.0228 -3.6804 -1.7750
C -1.3509 -4.0464 -0.6368
C -2.0013 -3.5131 0.5227
C -3.1596 -3.0076 0.0632
C -3.1684 -3.1101 -1.3335
H -1.8731 -4.0988 -2.6820
H -0.4852 -4.6922 -0.6489
H -1.7337 -3.5951 1.5658
H -3.8695 -2.4578 0.6632
H -3.9242 -2.8192 -2.0481
```

Computed properties:
Highest occupied orbital energy (alpha / beta)   -0.056 / -0.056 Eh
Spin multiplicity   3
E_LUMO (alpha / beta)   1.9 / 0.9 eV
Charge   -2
Gap between HOMO and LUMO (alpha / beta)   3.4 / 2.4 eV

Atom charges from the Löwdin analysis, given in e for atoms 1 to 8:
1. Ni 0.88
2. N -0.75
3. O -0.03
4. O -0.09
5. O -0.10
6. N -0.73
7. O -0.05
8. O -0.11